C6H12O | ωB97M-V with the def2-TZVPD basis set

Properties
- relative energy (zero: lowest compared OMol25 entry of this formula, charge and spin) (kJ/mol) = 571.8
- molecular weight (g mol⁻¹) = 100.16
- frontier orbital gap (eV) = 8.6
- calculated total energy (a.u.) = -310.8415
- spin multiplicity = 1

XYZ file:
```
19
Properties=species:S:1:pos:R:3:forces:R:3
C 0.51159 -0.10217 0.12585 -1.3 -0.7 1.3
C 0.94250 -0.99318 -1.02398 -0.2 0.0 0.0
C 0.73976 -0.78929 1.46510 0.4 -0.1 0.0
C 1.16608 1.26648 0.09912 -0.2 0.1 0.0
C -1.51466 0.01605 0.30142 6.0 -0.7 0.1
C -1.46226 0.56492 -0.80900 -5.6 1.1 0.1
O -3.30708 0.96039 -0.63108 0.9 0.1 -1.1
H -3.79488 0.14119 -0.80591 0.3 0.2 -0.2
H -1.88586 -0.37239 1.22359 -0.3 0.1 -0.1
H -1.13262 1.04115 -1.70561 0.3 -0.2 0.0
H 2.24344 1.17334 0.29390 -0.1 -0.1 0.0
H 2.00529 -1.25320 -0.92284 -0.1 0.1 0.1
H 0.83475 -0.50392 -1.99499 -0.1 0.0 0.0
H 0.37569 -1.92694 -1.04239 0.0 0.1 0.0
H 1.81431 -0.96734 1.60900 0.0 0.0 0.0
H 0.24519 -1.76234 1.51947 0.0 0.1 0.0
H 0.40314 -0.17733 2.30562 0.0 0.0 -0.1
H 1.06702 1.75913 -0.87106 -0.1 0.0 0.0
H 0.74859 1.92547 0.86380 0.0 0.0 -0.1
```
Forces are in eV/Å.

Just the Mulliken charges please, in e? Sure, here they are: number 1, C, carries 1.415; number 2, C, carries -1.510; number 3, C, carries -1.877; number 4, C, carries -1.516; number 5, C, carries -0.185; number 6, C, carries -0.220; number 7, O, carries -0.736; number 8, H, carries 0.247; number 9, H, carries 0.437; number 10, H, carries 0.400; number 11, H, carries 0.419; number 12, H, carries 0.422; number 13, H, carries 0.346; number 14, H, carries 0.361; number 15, H, carries 0.454; number 16, H, carries 0.410; number 17, H, carries 0.414; number 18, H, carries 0.350; number 19, H, carries 0.370